# 1
{"formula": "C24H70N4O9", "method": "ωB97M-V with the def2-TZVPD basis set", "smiles": "COC[C@H](C)N.COC[C@H](C)N.COC[C@H](C)N.COC[C@H](C)N.CCO.CCO.CCO.CO.CO", "e_above_lowest_kcal_mol": 35.5, "gap_ev": 8.862, "energy_ev": -50405.1960, "symbols": ["C", "O", "C", "C", "C", "N", "H", "H", "H", "H", "H", "H", "H", "H", "H", "H", "H", "C", "O", "C", "C", "C", "N", "H", "H", "H", "H", "H", "H", "H", "H", "H", "H", "H", "C", "O", "C", "C", "C", "N", "H", "H", "H", "H", "H", "H", "H", "H", "H", "H", "H", "C", "O", "C", "C", "C", "N", "H", "H", "H", "H", "H", "H", "H", "H", "H", "H", "H", "C", "C", "O", "H", "H", "H", "H", "H", "H", "C", "C", "O", "H", "H", "H", "H", "H", "H", "C", "C", "O", "H", "H", "H", "H", "H", "H", "C", "O", "H", "H", "H", "H", "C", "O", "H", "H", "H", "H"], "coordinates": [[2.70, 2.39, -1.27], [2.91, 3.06, -2.54], [2.48, 4.45, -2.56], [2.66, 5.05, -3.97], [4.16, 5.27, -4.32], [2.03, 6.31, -4.16], [3.47, 2.77, -0.61], [2.89, 1.33, -1.45], [1.71, 2.53, -0.84], [1.42, 4.62, -2.37], [2.99, 4.95, -1.73], [2.24, 4.35, -4.69], [4.60, 5.88, -3.54], [4.29, 5.62, -5.35], [4.75, 4.36, -4.22], [2.47, 6.97, -3.54], [1.08, 6.32, -3.84], [0.92, 1.68, 3.76], [0.89, 1.64, 5.15], [-0.01, 0.69, 5.78], [0.09, 0.71, 7.31], [1.46, 0.12, 7.77], [-0.88, -0.16, 7.92], [1.29, 0.76, 3.32], [1.57, 2.52, 3.52], [-0.06, 1.96, 3.38], [-1.03, 0.97, 5.50], [0.17, -0.31, 5.38], [-0.13, 1.72, 7.64], [1.67, -0.83, 7.27], [1.59, -0.01, 8.84], [2.27, 0.76, 7.41], [-0.76, -0.09, 8.92], [-0.59, -1.09, 7.66], [3.70, -1.08, 0.62], [2.79, -2.06, 0.14], [3.35, -3.35, -0.21], [2.30, -4.48, -0.53], [1.39, -4.76, 0.69], [2.92, -5.76, -0.87], [4.44, -0.85, -0.15], [4.28, -1.44, 1.46], [3.15, -0.26, 1.07], [3.95, -3.22, -1.10], [3.99, -3.70, 0.60], [1.76, -4.13, -1.41], [0.80, -3.86, 0.87], [2.00, -5.17, 1.49], [0.65, -5.50, 0.41], [3.36, -5.64, -1.77], [2.19, -6.41, -1.14], [-4.26, -2.55, -6.99], [-3.95, -2.25, -5.54], [-2.51, -2.22, -5.29], [-2.18, -2.11, -3.81], [-2.87, -0.94, -3.26], [-0.82, -2.10, -3.46], [-5.31, -2.81, -7.13], [-3.65, -3.37, -7.36], [-4.16, -1.68, -7.64], [-2.11, -3.08, -5.82], [-2.05, -1.38, -5.80], [-2.57, -2.99, -3.28], [-2.55, 0.01, -3.70], [-2.68, -0.80, -2.19], [-3.95, -1.05, -3.23], [-0.72, -1.86, -2.49], [-0.40, -1.29, -3.90], [-0.72, -0.54, 1.04], [0.10, -0.07, -0.16], [0.60, -1.16, -0.90], [-1.13, 0.27, 1.65], [-0.23, -1.25, 1.70], [-1.58, -1.08, 0.66], [0.93, 0.52, 0.23], [-0.50, 0.49, -0.88], [1.42, -1.53, -0.56], [-2.60, 3.37, 3.79], [-3.14, 2.00, 3.47], [-4.29, 1.95, 4.34], [-2.16, 3.53, 4.78], [-3.30, 4.19, 3.64], [-1.76, 3.55, 3.12], [-2.41, 1.20, 3.60], [-3.41, 2.08, 2.41], [-3.97, 1.73, 5.21], [-2.87, -3.78, 2.16], [-2.66, -5.30, 2.33], [-3.84, -5.91, 1.88], [-3.19, -3.58, 1.14], [-2.00, -3.17, 2.42], [-3.69, -3.49, 2.82], [-2.47, -5.47, 3.38], [-1.82, -5.68, 1.74], [-3.80, -5.94, 0.92], [-1.26, 3.69, -0.66], [-0.60, 3.50, 0.55], [-0.68, 3.36, -1.52], [-2.11, 3.01, -0.68], [-1.66, 4.70, -0.77], [0.07, 4.18, 0.71], [0.53, 1.47, -4.49], [0.41, 0.20, -5.10], [1.33, 2.14, -4.79], [-0.35, 2.12, -4.52], [0.71, 1.34, -3.42], [0.53, 0.25, -6.05]]}

=====

# 2
{"formula": "C24H71N5O9", "method": "ωB97M-V with the def2-TZVPD basis set", "smiles": "COC[C@H](C)N.COC[C@H](C)N.COC[C@H](C)N.COC[C@H](C)N.COC[C@H](C)N.CO.CO.CO.CO", "e_above_lowest_kcal_mol": 142.0, "gap_ev": 9.256, "energy_ev": -51909.6559, "symbols": ["C", "O", "C", "C", "C", "N", "H", "H", "H", "H", "H", "H", "H", "H", "H", "H", "H", "C", "O", "C", "C", "C", "N", "H", "H", "H", "H", "H", "H", "H", "H", "H", "H", "H", "C", "O", "C", "C", "C", "N", "H", "H", "H", "H", "H", "H", "H", "H", "H", "H", "H", "C", "O", "C", "C", "C", "N", "H", "H", "H", "H", "H", "H", "H", "H", "H", "H", "H", "C", "O", "C", "C", "C", "N", "H", "H", "H", "H", "H", "H", "H", "H", "H", "H", "H", "C", "O", "H", "H", "H", "H", "C", "O", "H", "H", "H", "H", "C", "O", "H", "H", "H", "H", "C", "O", "H", "H", "H", "H"], "coordinates": [[5.20, 2.72, -1.37], [6.11, 3.54, -1.99], [5.80, 4.87, -2.11], [7.04, 5.60, -2.69], [8.35, 5.44, -1.84], [6.82, 7.05, -2.86], [4.33, 2.61, -2.01], [4.95, 3.10, -0.38], [5.61, 1.72, -1.27], [4.89, 5.07, -2.68], [5.55, 5.28, -1.13], [7.06, 5.07, -3.64], [8.35, 5.90, -0.85], [9.18, 6.01, -2.26], [8.50, 4.36, -1.69], [6.29, 7.27, -2.03], [6.25, 7.28, -3.67], [-3.27, -8.44, -4.00], [-1.90, -8.49, -3.62], [-1.66, -8.58, -2.20], [-1.37, -7.18, -1.52], [-0.06, -6.56, -1.80], [-1.28, -7.46, -0.13], [-3.65, -9.43, -3.76], [-3.36, -8.26, -5.07], [-3.85, -7.73, -3.41], [-2.52, -9.07, -1.75], [-0.80, -9.21, -1.99], [-2.06, -6.36, -1.75], [0.87, -7.04, -1.47], [-0.03, -5.54, -1.41], [0.20, -6.35, -2.84], [-1.75, -8.30, 0.17], [-0.31, -7.66, 0.07], [-1.08, -2.33, -0.02], [-1.16, -0.92, 0.01], [0.04, -0.28, -0.48], [0.20, 1.25, -0.06], [1.53, 1.83, -0.53], [0.11, 1.50, 1.38], [-1.01, -2.78, -1.01], [-2.08, -2.58, 0.32], [-0.36, -2.69, 0.71], [0.89, -0.92, -0.25], [-0.10, -0.19, -1.56], [-0.56, 1.92, -0.45], [1.90, 2.66, 0.07], [1.18, 2.35, -1.43], [2.25, 1.07, -0.84], [-0.79, 1.13, 1.65], [-0.14, 2.46, 1.58], [-4.40, -1.06, 2.25], [-4.97, -1.79, 3.32], [-4.25, -3.09, 3.50], [-5.35, -4.17, 3.95], [-5.89, -4.10, 5.31], [-4.84, -5.48, 3.79], [-4.85, -0.08, 2.10], [-4.61, -1.59, 1.31], [-3.35, -0.87, 2.42], [-3.82, -3.41, 2.55], [-3.41, -2.98, 4.20], [-6.08, -4.02, 3.16], [-6.65, -4.87, 5.33], [-6.27, -3.15, 5.68], [-5.10, -4.39, 6.02], [-4.56, -5.54, 2.82], [-3.94, -5.50, 4.25], [-0.40, 4.42, -3.55], [0.67, 5.26, -3.06], [0.74, 5.37, -1.69], [2.02, 6.30, -1.35], [2.27, 6.11, 0.16], [1.66, 7.72, -1.56], [-1.31, 4.52, -2.97], [-0.03, 3.41, -3.35], [-0.61, 4.63, -4.60], [-0.16, 5.92, -1.41], [0.88, 4.39, -1.23], [2.84, 5.91, -1.95], [1.38, 6.36, 0.74], [2.97, 6.89, 0.47], [2.50, 5.11, 0.53], [0.94, 7.71, -0.84], [1.11, 7.65, -2.40], [-3.73, 1.06, -2.23], [-2.66, 1.97, -2.21], [-3.32, 0.12, -2.58], [-4.18, 0.79, -1.28], [-4.49, 1.31, -2.98], [-2.40, 2.01, -3.14], [3.65, 0.74, 2.17], [2.53, 1.14, 2.96], [4.27, 0.08, 2.77], [3.33, 0.28, 1.23], [4.30, 1.59, 1.98], [1.78, 1.22, 2.37], [-1.46, -5.58, 2.67], [-2.56, -5.94, 1.86], [-0.81, -4.91, 2.12], [-1.84, -5.07, 3.56], [-1.05, -6.57, 2.83], [-2.27, -6.26, 1.01], [-1.66, 4.45, 4.34], [-1.05, 3.62, 3.36], [-2.63, 4.78, 3.95], [-1.94, 3.87, 5.22], [-1.13, 5.36, 4.61], [-0.09, 3.63, 3.36]]}

=====

# 3
{"formula": "C24H71O12Sr", "method": "ωB97M-V with the def2-TZVPD basis set", "e_above_lowest_kcal_mol": 36.1, "gap_ev": 7.548, "total_charge": 1, "energy_ev": -51438.5029, "symbols": ["Sr", "C", "C", "O", "H", "H", "H", "H", "H", "C", "C", "O", "H", "H", "H", "H", "H", "H", "C", "C", "O", "H", "H", "H", "H", "H", "H", "C", "C", "O", "H", "H", "H", "H", "H", "H", "C", "C", "O", "H", "H", "H", "H", "H", "H", "C", "C", "O", "H", "H", "H", "H", "H", "H", "C", "C", "O", "H", "H", "H", "H", "H", "H", "C", "C", "O", "H", "H", "H", "H", "H", "H", "C", "C", "O", "H", "H", "H", "H", "H", "H", "C", "C", "O", "H", "H", "H", "H", "H", "H", "C", "C", "O", "H", "H", "H", "H", "H", "H", "C", "C", "O", "H", "H", "H", "H", "H", "H"], "coordinates": [[-7.20, -0.85, 13.68], [-11.73, -2.20, 13.05], [-10.48, -2.24, 13.89], [-9.24, -2.49, 13.30], [-11.64, -1.42, 12.29], [-12.54, -1.99, 13.76], [-11.88, -3.13, 12.50], [-10.71, -3.03, 14.62], [-10.46, -1.31, 14.46], [-8.95, -2.39, 17.91], [-9.98, -1.33, 17.56], [-10.04, -0.40, 18.61], [-8.79, -3.01, 17.02], [-9.29, -3.03, 18.72], [-8.00, -1.93, 18.17], [-10.97, -1.80, 17.48], [-9.59, -0.79, 16.70], [-10.42, -0.87, 19.36], [-10.24, 1.15, 12.07], [-10.14, 1.65, 13.54], [-8.91, 1.15, 14.12], [-11.20, 1.30, 11.59], [-9.95, 0.10, 11.97], [-9.53, 1.73, 11.49], [-11.02, 1.34, 14.09], [-10.11, 2.74, 13.61], [-8.86, 1.59, 14.97], [-14.30, 0.00, 15.35], [-13.64, 0.77, 16.46], [-13.35, 2.10, 16.13], [-13.71, 0.04, 14.43], [-15.29, 0.37, 15.09], [-14.43, -1.05, 15.61], [-12.69, 0.27, 16.66], [-14.20, 0.71, 17.38], [-12.76, 2.46, 16.79], [-8.55, -6.23, 16.76], [-9.20, -5.81, 15.47], [-8.35, -4.94, 14.70], [-8.45, -5.34, 17.39], [-7.58, -6.70, 16.56], [-9.12, -6.95, 17.35], [-10.14, -5.29, 15.65], [-9.43, -6.73, 14.93], [-8.84, -4.24, 14.26], [-13.09, -3.30, 9.38], [-14.37, -3.60, 10.08], [-15.47, -3.44, 9.17], [-12.30, -3.39, 10.13], [-13.11, -2.26, 9.06], [-12.99, -3.99, 8.55], [-14.44, -2.95, 10.95], [-14.47, -4.63, 10.44], [-15.48, -2.51, 8.96], [-8.99, -6.11, 9.82], [-8.93, -4.63, 10.16], [-8.23, -4.41, 11.36], [-8.05, -6.60, 9.54], [-9.61, -6.29, 8.94], [-9.38, -6.73, 10.63], [-9.94, -4.21, 10.16], [-8.42, -4.11, 9.35], [-8.79, -3.93, 11.97], [-12.53, -6.09, 12.85], [-12.71, -7.44, 12.19], [-11.79, -8.40, 12.74], [-12.98, -6.06, 13.83], [-13.00, -5.30, 12.27], [-11.48, -5.81, 12.92], [-12.71, -7.34, 11.10], [-13.68, -7.89, 12.39], [-12.30, -9.05, 13.23], [-10.11, -1.03, 9.40], [-9.65, -1.56, 8.07], [-10.30, -0.89, 7.05], [-9.57, -1.45, 10.25], [-11.18, -1.18, 9.52], [-9.90, 0.04, 9.41], [-9.76, -2.64, 7.99], [-8.60, -1.27, 7.97], [-9.83, -1.22, 6.27], [-5.01, -4.32, 16.27], [-5.60, -2.96, 15.91], [-6.27, -3.04, 14.69], [-5.77, -5.06, 16.47], [-4.39, -4.28, 17.16], [-4.43, -4.69, 15.43], [-4.81, -2.21, 15.80], [-6.22, -2.57, 16.71], [-6.95, -3.72, 14.72], [-4.96, -3.31, 10.03], [-5.87, -2.16, 10.31], [-6.55, -2.28, 11.59], [-4.16, -3.32, 10.78], [-4.56, -3.31, 9.01], [-5.43, -4.29, 10.12], [-6.69, -2.05, 9.59], [-5.27, -1.27, 10.18], [-7.08, -3.08, 11.60], [-16.22, -2.98, 15.04], [-15.13, -3.98, 14.71], [-15.27, -5.26, 15.30], [-16.32, -2.07, 14.43], [-16.15, -2.62, 16.07], [-17.21, -3.42, 15.00], [-14.17, -3.53, 14.95], [-15.02, -4.06, 13.62], [-16.08, -5.65, 14.95]]}

=====

# 4
{"formula": "C24H72BF4N6O9", "method": "ωB97M-V with the def2-TZVPD basis set", "e_above_lowest_kcal_mol": 16.4, "gap_ev": 9.243, "total_charge": -1, "energy_ev": -64975.8105, "symbols": ["B", "F", "F", "F", "F", "C", "C", "C", "O", "C", "N", "H", "H", "H", "H", "H", "H", "H", "H", "H", "H", "H", "C", "C", "C", "O", "C", "N", "H", "H", "H", "H", "H", "H", "H", "H", "H", "H", "H", "C", "C", "C", "O", "C", "N", "H", "H", "H", "H", "H", "H", "H", "H", "H", "H", "H", "C", "C", "C", "O", "C", "N", "H", "H", "H", "H", "H", "H", "H", "H", "H", "H", "H", "C", "C", "C", "O", "C", "N", "H", "H", "H", "H", "H", "H", "H", "H", "H", "H", "H", "C", "C", "C", "O", "C", "N", "H", "H", "H", "H", "H", "H", "H", "H", "H", "H", "H", "O", "H", "H", "O", "H", "H", "O", "H", "H"], "coordinates": [[19.52, 19.36, -9.54], [20.85, 18.95, -9.34], [19.19, 19.35, -10.90], [18.56, 18.61, -8.83], [19.44, 20.69, -9.05], [24.19, 17.54, -9.95], [25.11, 16.74, -10.85], [25.74, 17.64, -11.92], [26.70, 16.89, -12.63], [27.39, 17.64, -13.62], [26.18, 16.16, -9.99], [23.24, 17.77, -10.43], [24.62, 18.50, -9.66], [23.94, 16.99, -9.05], [24.68, 15.91, -11.41], [26.14, 18.57, -11.51], [24.92, 17.86, -12.62], [28.40, 17.86, -13.26], [26.83, 18.56, -13.79], [27.42, 17.00, -14.50], [26.94, 15.94, -10.64], [26.59, 16.88, -9.41], [18.24, 23.45, -6.36], [19.64, 24.00, -6.36], [20.70, 22.89, -6.34], [22.04, 23.27, -6.38], [22.47, 24.12, -5.34], [19.83, 24.90, -7.55], [18.04, 23.06, -5.34], [17.99, 22.69, -7.09], [17.46, 24.22, -6.35], [19.84, 24.64, -5.49], [20.43, 22.27, -7.20], [20.45, 22.28, -5.46], [22.90, 23.43, -4.60], [21.68, 24.73, -4.88], [23.28, 24.80, -5.61], [19.72, 25.85, -7.24], [20.76, 24.78, -7.92], [20.51, 16.77, -12.95], [19.68, 15.58, -13.41], [18.19, 15.89, -13.47], [17.87, 16.68, -14.60], [16.51, 17.01, -14.68], [20.19, 15.10, -14.72], [20.25, 17.68, -13.48], [21.59, 16.62, -13.02], [20.24, 16.87, -11.90], [19.79, 14.72, -12.74], [17.82, 16.33, -12.54], [17.70, 14.91, -13.65], [16.40, 17.74, -15.48], [16.16, 17.49, -13.77], [15.93, 16.12, -14.93], [19.56, 14.36, -15.06], [19.93, 15.83, -15.40], [23.70, 22.13, -10.81], [22.18, 22.28, -10.91], [21.66, 23.69, -11.17], [20.27, 23.63, -11.33], [19.75, 24.63, -12.17], [21.63, 21.33, -11.94], [24.22, 22.26, -11.76], [23.87, 21.11, -10.46], [24.02, 22.84, -10.04], [21.84, 21.98, -9.90], [22.17, 24.23, -11.97], [21.91, 24.27, -10.27], [18.68, 24.62, -11.96], [19.94, 24.46, -13.23], [20.03, 25.64, -11.85], [20.74, 21.77, -12.18], [21.34, 20.49, -11.43], [15.40, 20.49, -11.96], [16.47, 21.47, -11.48], [16.23, 22.90, -11.94], [15.14, 23.53, -11.33], [13.93, 23.56, -12.05], [16.69, 21.26, -10.05], [15.61, 19.43, -11.86], [15.11, 20.76, -12.99], [14.45, 20.75, -11.47], [17.37, 21.07, -11.98], [16.20, 22.88, -13.03], [17.14, 23.40, -11.60], [13.22, 24.15, -11.49], [13.54, 22.54, -12.20], [14.09, 23.91, -13.08], [17.23, 20.40, -10.00], [17.39, 21.91, -9.67], [18.34, 15.86, -7.04], [19.41, 15.80, -8.12], [20.15, 14.47, -7.99], [21.10, 14.07, -8.96], [22.24, 14.89, -9.16], [18.70, 15.77, -9.43], [17.68, 16.71, -7.09], [18.92, 15.88, -6.10], [17.80, 14.91, -7.00], [20.05, 16.69, -8.17], [19.32, 13.75, -8.04], [20.55, 14.29, -6.98], [22.67, 15.36, -8.28], [22.05, 15.69, -9.90], [22.99, 14.21, -9.56], [19.41, 15.54, -10.13], [18.48, 16.75, -9.60], [16.35, 19.31, -7.18], [16.89, 18.83, -7.83], [15.65, 19.72, -7.70], [22.38, 20.13, -7.44], [22.19, 19.46, -8.12], [21.51, 20.48, -7.24], [19.35, 19.49, -6.24], [19.42, 19.26, -7.18], [18.43, 19.79, -6.15]]}